Computed, not measured: a single C6H7IO molecule, with the ωB97M-V functional and the def2-TZVPD basis.

The calculation puts the energy relative to the best compared isomer or geometry (same formula, charge and spin) at 0.0 kJ/mol. The HOMO energy comes out at -8.29 eV. The calculation puts the LUMO energy at 0.31 eV. For the HOMO-LUMO gap, the calculation gives 0.316 hartree. Its SMILES is C=C/C=C\C=C(/O)I. The charge is 0. The total energy comes out at -16481.5039 eV.

Cartesian coordinates (Å):
C: -1.09521 0.68663 1.16354
C: -0.16449 -0.15550 1.61187
C: 1.14232 -0.37291 1.02078
C: 1.51556 -0.13430 -0.24794
C: 0.68589 0.29394 -1.35693
C: -0.57971 -0.07504 -1.56900
O: -1.31141 -0.98123 -0.90945
I: -1.69487 0.71352 -3.18408
H: -0.93497 1.34920 0.33366
H: -2.02997 0.80300 1.68575
H: -0.35997 -0.72231 2.51527
H: 1.89595 -0.73485 1.70823
H: 2.56324 -0.23284 -0.49887
H: 1.16024 0.94665 -2.07484
H: -0.79260 -1.38394 -0.19800

Need the natural (NBO) charges? In units of e they are: number 1, C, carries -0.33; number 2, C, carries -0.29; number 3, C, carries -0.25; number 4, C, carries -0.20; number 5, C, carries -0.42; number 6, C, carries 0.24; number 7, O, carries -0.68; number 8, I, carries 0.14; number 9, H, carries 0.20; number 10, H, carries 0.20; number 11, H, carries 0.21; number 12, H, carries 0.21; number 13, H, carries 0.21; number 14, H, carries 0.24; number 15, H, carries 0.51

Computed, not measured: a molecular structure, C12H20Cl2N4W, with the ωB97M-V functional and the def2-TZVPD basis.

The HOMO energy (spin up / spin down) comes out at -23.55 / -23.55 eV. The calculation puts the LUMO energy (spin up / spin down) at -15.81 / -16.11 eV. For the HOMO-LUMO gap (spin up / spin down), the calculation gives 0.285 / 0.273 hartree. The charge is +4. The total energy comes out at -45553.7048 eV. Its multiplicity is 3. Its expectation value of S² is 2.02.

Cartesian coordinates (Å):
W: -0.03084 -1.32119 -0.38949
C: 2.21707 0.42764 -1.09827
C: 1.08522 1.13178 -1.83729
N: -0.10614 0.17483 -1.94449
C: -1.47690 0.83563 -2.07080
C: -2.33905 0.49738 -0.87800
C: -3.60953 0.98487 -0.64845
C: -4.26707 0.61604 0.52435
C: -3.63440 -0.18946 1.48500
C: -2.37066 -0.64645 1.22031
C: -1.44278 -1.41553 2.15855
N: -0.08428 -0.94336 1.69793
C: 1.25771 -1.28418 2.30118
C: 2.32557 -0.73659 1.28977
N: 1.56924 -0.03546 0.17594
N: -1.76984 -0.33524 0.02700
H: 3.04199 1.11432 -0.89125
H: 2.63052 -0.43032 -1.63742
H: 1.38292 1.45496 -2.83544
H: 0.74973 2.01178 -1.28456
H: 0.04396 -0.32355 -2.82727
H: -1.94202 0.49978 -3.00010
H: -1.34572 1.91649 -2.15526
H: -4.08323 1.65166 -1.35979
H: -5.26866 0.98699 0.71497
H: -4.12666 -0.42208 2.42217
H: -1.51784 -2.50313 2.07018
H: -1.61502 -1.15346 3.20455
H: -0.16631 0.06813 1.81746
H: 1.33756 -2.35759 2.46367
H: 1.34012 -0.79723 3.27354
H: 2.93530 -1.52856 0.85458
H: 3.00282 -0.02482 1.76317
H: 1.21573 0.83314 0.58655
Cl: -0.91304 -2.96793 -2.09026
C: 0.08368 -4.33930 -1.43830
Cl: 0.99000 -3.61892 -0.03533
H: 0.79943 -4.65544 -2.19578
H: -0.58422 -5.11672 -1.07034

Need the Löwdin charges? In units of e they are: number 1, W, carries 1.45; number 2, C, carries -0.10; number 3, C, carries -0.09; number 4, N, carries -0.16; number 5, C, carries -0.03; number 6, C, carries -0.19; number 7, C, carries 0.08; number 8, C, carries 0.10; number 9, C, carries 0.08; number 10, C, carries -0.20; number 11, C, carries -0.03; number 12, N, carries -0.20; number 13, C, carries -0.09; number 14, C, carries -0.09; number 15, N, carries -0.19; number 16, N, carries -0.07; number 17, H, carries 0.17; number 18, H, carries 0.15; number 19, H, carries 0.17; number 20, H, carries 0.15; number 21, H, carries 0.13; number 22, H, carries 0.16; number 23, H, carries 0.16; number 24, H, carries 0.16; number 25, H, carries 0.16; number 26, H, carries 0.16; number 27, H, carries 0.15; number 28, H, carries 0.17; number 29, H, carries 0.15; number 30, H, carries 0.12; number 31, H, carries 0.16; number 32, H, carries 0.13; number 33, H, carries 0.16; number 34, H, carries 0.15; number 35, Cl, carries 0.71; number 36, C, carries -0.65; number 37, Cl, carries 0.72; number 38, H, carries 0.09; number 39, H, carries 0.09

Computed, not measured: a single C9H10NP molecule, with the ωB97M-V functional and the def2-TZVPD basis.

The calculation puts the energy relative to the best compared isomer or geometry (same formula, charge and spin) at 95.9 kJ/mol. The HOMO energy (spin up / spin down) comes out at -7.45 / -7.45 eV. The calculation puts the LUMO energy (spin up / spin down) at -0.08 / -0.08 eV. For the HOMO-LUMO gap (spin up / spin down), the calculation gives 0.271 / 0.271 hartree. The charge is 0. The total energy comes out at -20271.3032 eV.

Cartesian coordinates (Å):
C: -1.29498 1.00330 2.72056
C: -1.09872 1.96114 1.73784
C: -1.22467 -0.33826 2.38213
C: -0.88703 1.58114 0.42670
C: -1.00157 -0.72379 1.07356
C: -0.85091 0.23155 0.06908
C: 1.60259 0.95160 -2.32264
C: 1.85032 -1.19106 -1.39203
C: 0.37874 -1.56858 -1.75251
N: 2.30331 0.02828 -1.94467
P: -0.84428 -0.18010 -1.70758
H: -1.51277 1.29759 3.73661
H: -1.12699 3.00944 1.99753
H: -1.37047 -1.09703 3.13785
H: -0.73916 2.33145 -0.33767
H: -0.97640 -1.77759 0.82787
H: 1.87884 1.90160 -2.72551
H: 1.95499 -1.11552 -0.30596
H: 2.51552 -1.98204 -1.74921
H: 0.35446 -1.93593 -2.78042
H: 0.08917 -2.38720 -1.09154

Need the natural (NBO) charges? In units of e they are: number 1, C, carries -0.21; number 2, C, carries -0.22; number 3, C, carries -0.20; number 4, C, carries -0.15; number 5, C, carries -0.22; number 6, C, carries -0.38; number 7, C, carries 0.11; number 8, C, carries -0.25; number 9, C, carries -0.76; number 10, N, carries -0.40; number 11, P, carries 0.56; number 12, H, carries 0.21; number 13, H, carries 0.21; number 14, H, carries 0.21; number 15, H, carries 0.21; number 16, H, carries 0.21; number 17, H, carries 0.19; number 18, H, carries 0.22; number 19, H, carries 0.21; number 20, H, carries 0.23; number 21, H, carries 0.24